Molecular formula: C50H118F6N16O18P4S2
Method: DFT, ωB97M-V with the def2-TZVPD basis set

HOMO level: -7.971 eV

```
214
Properties=species:S:1:pos:R:3:forces:R:3
C -0.43191 -2.62442 -31.64854 0.2 -0.5 -1.9
C 0.12344 -3.50963 -32.86864 0.1 0.3 2.4
C 0.14319 -2.94774 -34.29455 0.6 -0.3 -0.9
O 0.73060 -3.88967 -35.24500 -0.5 0.3 1.3
C 0.69098 -3.41991 -36.59653 0.2 -1.0 -0.3
N 1.55700 -3.83291 -32.45122 -0.3 -0.2 -0.7
H 1.96145 -4.30155 -33.24927 0.7 -0.1 -0.5
H 2.09095 -3.01623 -32.19034 0.3 0.6 -0.2
H 1.62591 -4.46014 -31.66258 -0.3 -0.3 0.4
H 0.04120 -1.64299 -31.68120 -0.4 0.2 0.0
H -0.21994 -3.05694 -30.67074 0.2 -0.4 -0.2
H -1.51789 -2.60378 -31.73980 0.1 0.5 0.0
H -0.36801 -4.47506 -32.74807 -0.1 0.0 -0.7
H 0.78917 -2.07580 -34.39713 -0.1 0.5 0.6
H -0.85813 -2.64528 -34.60114 -0.2 -0.2 0.1
H -0.29131 -3.61008 -37.02902 -0.3 0.7 0.2
H 1.32543 -4.07070 -37.19823 0.3 -0.1 0.4
H 1.09330 -2.41594 -36.73169 -0.4 0.2 0.2
C 5.98930 -0.38690 -28.34094 2.2 1.8 -1.9
F 7.00729 -1.27448 -28.42410 -1.1 0.1 0.4
F 4.81992 -0.94857 -28.25995 -0.8 -1.0 -0.2
F 6.16039 0.35517 -27.25276 0.1 0.1 0.2
S 6.19012 0.77141 -29.94733 -2.7 0.2 1.4
O 4.92525 1.54547 -30.03346 2.3 -1.4 0.3
O 7.44364 1.48678 -29.71616 -2.0 -1.0 -0.5
N 6.11622 -0.46763 -31.12202 -0.9 2.1 2.7
S 7.40496 -0.22282 -31.91921 5.1 0.2 -2.6
O 7.33061 0.89961 -32.89787 0.2 -2.2 1.8
O 8.65319 -0.38763 -31.11637 -2.2 0.2 -2.0
C 7.36276 -1.81385 -32.98854 1.7 3.1 0.5
F 7.21290 -2.86726 -32.22059 -0.2 -0.7 -0.6
F 6.32545 -1.61901 -33.83446 0.9 -1.3 -0.2
F 8.61184 -1.88727 -33.64375 -2.8 -0.3 0.6
N -2.87446 -8.78688 -37.02329 0.5 -1.0 -0.6
C -2.45889 -10.08550 -36.86114 0.8 -0.2 -0.7
C -2.55784 -10.43396 -35.53194 -0.4 -0.5 -1.4
C -3.20961 -9.34397 -34.94889 0.4 -0.2 3.2
C -3.29514 -8.34720 -35.82031 -1.0 2.4 -1.3
H -2.86269 -8.28946 -37.90223 -0.1 -0.1 0.4
H -2.10142 -10.61528 -37.73174 0.1 -0.1 0.2
H -2.26118 -11.37236 -35.08718 -0.2 0.1 -0.1
H -3.46749 -9.21818 -33.90770 0.0 -0.2 0.0
H -3.63414 -7.32527 -35.73581 -0.2 -0.2 0.2
N -4.81841 4.65484 -36.80878 -0.5 0.4 -1.3
C -4.65768 3.47965 -36.15200 0.8 0.6 0.2
C -5.23638 2.50697 -36.90887 -0.4 -1.2 1.1
C -5.89977 3.08609 -37.97587 0.6 2.6 -1.7
C -5.54779 4.47404 -37.99414 0.3 -1.8 1.8
H -4.40290 5.53178 -36.52869 -0.2 -0.2 -0.1
H -4.09122 3.48656 -35.23250 -0.1 -0.3 -0.1
H -5.22745 1.44537 -36.71056 -0.1 0.1 0.2
H -6.47555 2.54423 -38.71158 0.1 0.2 -0.1
H -5.60349 5.32083 -38.66215 -0.5 -0.3 -0.1
O 1.70662 4.91267 -46.16277 1.1 1.5 0.6
P 2.32225 5.80224 -45.12339 0.5 0.0 1.3
N 4.01016 5.62439 -44.89042 -0.6 -2.5 -1.2
C 4.74949 5.13306 -46.12135 -1.1 0.4 1.2
C 4.79634 6.54281 -44.08048 -0.5 -0.2 -1.2
N 1.75766 5.42253 -43.54650 -0.3 2.2 0.7
C 2.21151 4.24170 -42.79792 0.4 0.0 -1.0
C 0.40879 5.84333 -43.12552 -0.5 -0.9 -1.4
N 2.16114 7.51295 -45.34926 -0.8 -1.7 -0.4
C 1.84673 8.12484 -46.65535 -0.2 -0.5 0.7
C 2.19778 8.51119 -44.28493 -0.1 -0.7 -0.9
H 4.14181 4.35412 -46.58187 0.2 0.0 0.0
H 5.73006 4.74221 -45.84969 -0.1 0.0 0.1
H 4.87488 5.94496 -46.83772 0.1 0.2 -0.1
H 5.00758 7.28492 -44.85040 0.5 1.2 0.9
H 5.73318 6.10221 -43.73945 0.0 -0.3 -0.1
H 4.24562 6.86956 -43.19843 0.0 0.3 -0.3
H 3.25025 4.40511 -42.51086 0.2 -0.7 -0.6
H 1.74529 3.98445 -41.84683 -0.8 0.9 -0.1
H 1.96080 3.39920 -43.44246 0.9 -0.6 0.1
H -0.29622 5.22355 -43.67954 -0.4 -0.6 0.3
H 0.26743 5.66215 -42.06001 0.1 0.4 -0.1
H 0.03910 6.80405 -43.48390 0.9 0.6 0.5
H 0.78461 8.33822 -46.77567 -0.3 -0.1 0.1
H 2.33280 9.10042 -46.64737 0.3 -0.1 -0.4
H 2.15085 7.49045 -47.48793 0.2 0.1 0.1
H 2.93910 9.22912 -44.63584 0.3 0.3 0.7
H 2.43531 8.01062 -43.34627 0.0 0.5 0.0
H 1.23588 9.02365 -44.26954 -0.2 0.1 0.5
O -5.33044 -5.90664 -42.75006 0.1 0.9 -1.1
P -5.28543 -6.10734 -44.22346 -0.9 -0.7 -1.5
N -6.73089 -5.68614 -45.10414 1.5 -0.9 0.7
C -6.96911 -6.18529 -46.47929 -0.1 -0.7 1.3
C -7.71722 -4.83379 -44.49148 -0.4 0.9 0.1
N -5.10238 -7.79523 -44.57035 0.5 1.3 -0.5
C -6.23905 -8.67939 -44.35249 -0.3 0.1 -0.2
C -3.75161 -8.38729 -44.49494 -0.5 0.2 0.1
N -4.11069 -5.22681 -45.11045 -0.7 -1.0 0.4
C -3.36259 -4.14448 -44.47916 -0.3 -0.3 0.1
C -4.03961 -5.30215 -46.58639 0.5 -1.1 0.8
H -7.88375 -6.77381 -46.40744 -0.3 0.1 -0.5
H -6.18787 -6.89568 -46.74965 0.0 0.0 0.2
H -7.03478 -5.47612 -47.30445 -0.1 0.5 0.4
H -7.70698 -4.76487 -43.40371 0.3 -0.9 0.1
H -8.72674 -5.09007 -44.81288 -0.1 -0.3 0.0
H -7.59951 -3.77438 -44.71934 0.2 0.3 -0.7
H -6.05179 -9.65062 -44.81047 0.1 0.0 -0.1
H -6.52812 -8.85573 -43.31641 0.5 0.1 0.4
H -7.14698 -8.27099 -44.79629 0.1 0.1 -0.3
H -3.69132 -9.20759 -43.77969 -0.2 0.2 0.5
H -3.42530 -8.85043 -45.42614 -0.1 0.2 -0.4
H -3.04614 -7.60238 -44.22231 0.1 -0.2 0.0
H -3.88165 -3.80735 -43.58194 0.1 -0.1 0.1
H -2.36323 -4.49152 -44.21665 0.2 0.3 0.1
H -3.31275 -3.29641 -45.16210 0.1 0.0 0.0
H -3.09331 -4.85212 -46.88653 -0.4 0.5 -0.2
H -4.92893 -4.97610 -47.12576 0.3 0.7 0.2
H -3.91452 -6.33864 -46.89967 0.0 -0.3 0.1
O 7.49673 -4.68543 -43.14389 0.2 0.9 -0.5
P 8.59301 -4.06067 -43.91708 1.7 0.6 -2.7
N 8.11654 -3.39635 -45.48813 0.5 -0.7 0.4
C 8.96060 -2.90490 -46.62367 0.9 -1.0 2.2
C 6.76117 -3.65009 -45.89427 -0.3 -0.9 0.0
N 9.87776 -5.17680 -44.28155 -0.7 1.0 -1.1
C 9.73735 -6.20146 -45.37429 0.3 0.6 0.6
C 10.72185 -5.62964 -43.16958 -1.1 0.3 -0.3
N 9.27658 -2.65369 -43.24054 0.2 -1.9 0.5
C 8.35829 -1.86061 -42.48236 -0.3 0.9 0.6
C 10.49325 -1.96757 -43.67245 -0.1 -1.1 0.1
H 9.95721 -2.82569 -46.18938 0.1 0.4 -0.3
H 8.64007 -1.94776 -47.03508 -0.2 -0.1 0.2
H 9.10232 -3.65262 -47.40402 -0.5 -0.1 -0.3
H 6.49558 -4.69189 -45.71477 -0.2 -0.1 0.2
H 6.72012 -3.55209 -46.97907 -0.5 0.5 0.1
H 6.06429 -3.03163 -45.32861 -0.3 0.1 -0.5
H 10.74805 -6.54594 -45.59318 0.0 -0.1 0.0
H 9.13880 -7.07322 -45.10994 -0.1 0.0 0.4
H 9.34546 -5.84903 -46.32840 -0.1 0.6 0.3
H 11.54419 -6.22935 -43.55970 0.1 0.2 0.1
H 11.06020 -4.74156 -42.63579 0.2 -0.2 0.2
H 10.09970 -6.23885 -42.51392 0.3 -0.2 0.4
H 7.75453 -1.18923 -43.09296 -0.2 0.1 -0.3
H 7.66519 -2.42810 -41.86134 0.2 -0.3 -0.1
H 8.95847 -1.22043 -41.83579 -0.1 0.0 0.3
H 10.37623 -1.49725 -44.64877 0.2 0.3 0.1
H 11.29249 -2.70840 -43.69439 0.1 0.0 -0.5
H 10.82609 -1.25738 -42.91551 -0.4 0.2 0.0
O 1.16148 -7.94524 -26.33583 0.3 -1.2 0.8
P 0.95978 -9.09140 -25.39544 -0.4 -0.1 -0.1
N -0.58228 -8.94417 -24.70552 0.4 -0.1 -0.9
C -1.01180 -7.65086 -24.14401 -0.6 -0.9 -0.1
C -1.28248 -10.12099 -24.18660 0.6 0.8 0.8
N 2.08374 -9.05258 -24.07549 -0.7 -0.5 -0.7
C 2.98667 -7.90205 -24.00560 0.5 0.1 -1.4
C 1.88953 -9.65024 -22.73377 0.6 0.8 -0.9
N 1.00522 -10.69376 -26.10862 0.1 0.8 1.2
C 0.35471 -11.07313 -27.36442 -0.4 0.4 0.4
C 1.78314 -11.78990 -25.46184 -0.2 1.8 0.2
H -2.08009 -7.57765 -24.34771 -0.1 0.3 -0.1
H -0.52539 -6.77322 -24.56973 0.3 -0.4 0.0
H -0.94605 -7.67338 -23.05622 0.4 0.3 0.2
H -0.63422 -10.54101 -23.41757 -0.1 -0.9 -0.2
H -1.58881 -10.81783 -24.96679 0.2 -0.1 0.2
H -2.13995 -9.80947 -23.59010 -0.3 0.2 -0.4
H 3.65582 -7.94854 -24.86478 0.1 0.1 -0.1
H 2.49060 -6.93649 -24.10413 -0.2 0.0 0.3
H 3.65447 -7.90146 -23.14412 -0.4 -0.3 0.3
H 1.25570 -10.53681 -22.71486 0.0 0.3 0.0
H 2.89114 -9.90549 -22.38778 0.0 -0.4 0.1
H 1.58000 -8.83765 -22.07651 -0.6 -0.3 0.4
H -0.38475 -10.34578 -27.69948 0.7 0.6 -0.2
H 1.12791 -11.30942 -28.09547 -0.2 0.3 -0.4
H -0.30307 -11.94043 -27.30777 0.3 -0.5 0.7
H 2.09809 -12.55155 -26.17514 -0.2 0.1 0.0
H 1.22685 -12.20256 -24.62020 -0.1 -0.5 -0.1
H 2.65373 -11.28493 -25.04329 0.3 -0.4 0.1
C -11.49377 -3.39626 -31.47587 0.7 0.3 0.3
C -10.62157 -4.51406 -30.83248 -0.4 0.3 -1.6
O -9.49136 -3.91412 -30.18009 -0.7 0.8 -0.4
C -8.62045 -4.58732 -29.46575 -0.7 -1.3 1.4
O -7.81444 -4.03006 -28.77432 0.4 -0.6 -0.5
O -8.88607 -5.95537 -29.48845 0.9 0.6 0.0
C -7.87517 -6.80653 -28.87593 0.1 0.5 0.1
H -11.79033 -2.67200 -30.71719 -0.3 -0.1 0.0
H -12.34735 -3.72547 -32.06842 -0.2 -0.7 0.7
H -10.98131 -2.82713 -32.25149 0.7 0.0 0.3
H -10.21587 -5.10196 -31.65582 -0.2 -0.4 0.2
H -11.19541 -5.14825 -30.15674 0.2 0.1 0.1
H -7.98147 -6.87094 -27.79304 -0.2 0.4 0.0
H -6.88610 -6.40466 -29.09576 -0.1 -0.1 0.0
H -7.96131 -7.82998 -29.24094 -0.3 0.3 -0.4
C 2.47044 12.12809 -37.87908 -0.8 0.3 1.2
C 1.53023 11.16581 -37.05711 -0.4 1.9 -2.2
O 2.13992 9.93041 -37.13660 1.0 -2.6 0.7
C 1.60266 8.89875 -36.46922 -2.4 -0.2 2.7
O 0.41691 8.88508 -36.03463 4.0 -0.4 -1.5
O 2.59984 7.99232 -36.19734 -1.0 0.9 -0.8
C 2.40611 6.89426 -35.28998 -0.4 -0.2 0.1
H 3.37272 12.34293 -37.30652 0.0 0.0 0.1
H 1.91968 13.05963 -38.00949 0.1 0.2 0.1
H 2.79884 11.84526 -38.87920 -0.4 -0.7 0.2
H 0.55345 11.12031 -37.53871 -0.1 0.0 -0.2
H 1.29247 11.51527 -36.05240 0.7 -0.1 0.2
H 1.73839 6.11588 -35.65929 -0.4 0.4 -0.3
H 2.05588 7.23932 -34.31716 0.0 0.1 -0.1
H 3.36054 6.38094 -35.17308 0.2 0.5 -0.1
C 5.60038 -9.65325 -35.09399 0.1 0.1 1.4
C 4.76136 -10.61890 -34.20116 0.1 1.3 -0.3
O 5.50947 -11.37176 -33.25237 1.0 -1.5 -0.1
C 6.08058 -10.80526 -32.20583 0.9 1.9 1.1
O 5.82010 -9.68315 -31.80062 0.2 -1.3 -0.3
O 7.07806 -11.59654 -31.66235 -1.4 0.7 -1.0
C 7.62307 -11.18167 -30.39911 0.0 -0.2 0.4
H 6.08886 -8.85845 -34.53029 -0.3 0.0 0.6
H 4.90976 -9.10214 -35.73228 0.2 -0.4 -0.5
H 6.47448 -10.10253 -35.56537 -0.6 -0.5 -0.6
H 4.24092 -11.34019 -34.83122 0.3 -0.2 0.2
H 4.00442 -10.06417 -33.64670 0.0 0.2 -0.1
H 8.52317 -11.77891 -30.25344 -0.1 0.0 -0.2
H 6.92626 -11.41967 -29.59542 -0.1 0.0 -0.1
H 7.89970 -10.13339 -30.28654 -0.3 0.1 -0.6
```
Positions in Å, forces in eV/Å.